No. 1
ORCA calculation (ωB97M-V/def2-TZVPD) on a molecular structure, C19H34BrInN3O5.

Relative energy (zero: lowest compared OMol25 entry of this formula, charge and spin), kJ/mol: 0.0
Frontier orbital gap, Eh: 0.25819
Largest force on an atom, hartree/bohr: 0.0112
Charge: -1

Structure (XYZ):
```
63
Properties=species:S:1:pos:R:3:forces:R:3
C 3.0076 -0.7315 -2.9394 -0.094 -0.333 -0.045
C 1.9229 -1.8190 -2.9752 -0.065 0.469 -0.174
Br 2.7319 -3.5633 -2.5181 0.018 -0.177 0.104
C 1.1607 -1.9302 -4.2944 -0.277 -0.389 0.235
In -0.9449 -2.4433 -3.8412 0.250 -0.026 0.475
O -2.2025 -2.1120 -5.5550 0.076 0.126 0.057
C -3.1299 -1.2083 -5.5025 0.077 0.067 0.049
O -3.1491 -0.1603 -6.1315 0.070 -0.119 -0.183
C -4.2741 -1.4950 -4.5532 -0.115 -0.395 0.143
C -5.2853 -0.5566 -4.4094 0.003 0.112 0.211
C -6.2914 -0.7381 -3.4744 -0.121 0.085 0.008
C -6.3174 -1.8795 -2.6927 0.114 -0.292 0.089
C -5.3360 -2.8484 -2.8633 -0.046 0.044 0.090
C -4.3214 -2.6615 -3.7844 0.013 0.256 -0.252
H 3.9405 -1.1308 -2.5506 0.163 0.084 0.005
H 2.6834 0.0736 -2.2900 -0.040 0.216 0.044
H 3.1803 -0.3482 -3.9411 0.117 0.028 -0.087
H 1.2459 -1.6426 -2.1433 0.036 -0.122 0.168
H 1.5847 -2.7317 -4.8931 0.149 0.109 -0.240
H 1.2493 -0.9900 -4.8324 -0.038 0.085 -0.125
H -1.5032 -1.3190 -2.5835 -0.044 0.037 -0.134
H -1.1787 -4.1115 -3.3175 -0.050 0.032 -0.232
H -5.2418 0.3459 -4.9984 0.062 0.055 -0.119
H -7.0388 0.0278 -3.3248 -0.048 0.049 -0.004
H -7.0729 -2.0221 -1.9334 -0.116 0.106 0.015
H -5.3352 -3.7431 -2.2559 -0.074 -0.073 0.050
H -3.5610 -3.4203 -3.8936 0.063 0.003 -0.076
C 3.4541 1.9446 1.6496 -0.055 0.038 0.044
C 3.2609 0.8170 0.6599 0.088 -0.113 -0.006
O 2.2341 0.6891 0.0180 -0.117 0.126 0.075
N 4.2869 -0.0617 0.5123 0.048 -0.009 0.009
C 5.5640 -0.0754 1.1966 -0.092 -0.066 -0.107
H 2.5499 2.5455 1.6542 -0.032 -0.021 -0.040
H 3.6324 1.5548 2.6535 0.070 0.032 0.003
H 4.2987 2.5732 1.3638 0.035 -0.016 0.046
H 4.0988 -0.7872 -0.1640 -0.008 -0.021 0.007
H 6.3861 0.0130 0.4835 0.013 0.035 0.015
H 5.6947 -1.0045 1.7537 0.004 0.017 0.037
H 5.6271 0.7490 1.8994 0.017 -0.001 0.037
C -5.0928 1.4767 1.5231 -0.075 -0.008 -0.006
C -5.2837 0.6112 0.2956 0.396 -0.265 -0.324
O -6.3203 0.6087 -0.3473 -0.383 0.222 0.203
N -4.2442 -0.1686 -0.0935 -0.052 -0.013 0.095
C -2.9314 -0.3012 0.5046 -0.022 0.023 -0.104
H -6.0106 2.0338 1.6840 -0.027 -0.002 -0.015
H -4.8845 0.8674 2.4035 0.045 0.015 0.005
H -4.2690 2.1771 1.3821 0.028 -0.024 0.022
H -4.4352 -0.7044 -0.9302 0.042 0.023 -0.048
H -2.1533 -0.0158 -0.2044 0.001 -0.016 0.005
H -2.7472 -1.3334 0.8071 0.007 0.006 0.020
H -2.8535 0.3343 1.3817 0.008 0.012 0.032
C 4.4086 1.2397 7.1126 0.046 -0.030 -0.021
C 4.8965 1.9302 5.8592 -0.053 -0.019 0.006
O 5.7348 1.4284 5.1299 -0.003 -0.009 -0.016
N 4.3572 3.1435 5.5654 0.008 0.047 -0.011
C 3.3523 3.8882 6.2965 0.080 0.007 -0.146
H 4.9316 0.2929 7.1966 0.017 -0.010 -0.018
H 4.6154 1.8421 7.9978 -0.039 0.007 0.011
H 3.3359 1.0506 7.0624 -0.011 0.022 0.027
H 4.7230 3.5439 4.7159 -0.020 0.022 -0.015
H 2.4685 4.0565 5.6791 -0.032 -0.033 0.028
H 3.7391 4.8603 6.6075 0.003 -0.014 0.051
H 3.0515 3.3396 7.1824 -0.018 -0.002 0.025
```
Positions in Å, forces in eV/Å.

No. 2
ORCA calculation (ωB97M-V/def2-TZVPD) on a molecular structure, C19H34BrKO3SSi.

Relative energy (zero: lowest compared OMol25 entry of this formula, charge and spin), kJ/mol: 11.2
Frontier orbital gap, Eh: 0.31796
Largest force on an atom, hartree/bohr: 0.0481
Charge: 0

Structure (XYZ):
```
60
Properties=species:S:1:pos:R:3:forces:R:3
K -0.0838 0.4050 -0.7414 -2.136 0.495 1.146
C -5.2035 -0.6621 3.5837 -0.006 -0.065 0.086
C -5.6177 -1.0831 2.1651 -0.033 -0.045 0.009
C -7.1402 -1.3219 2.1519 -0.032 -0.075 0.091
C -4.9097 -2.4209 1.8867 -0.033 -0.075 0.091
Si -5.1711 0.2630 0.8893 0.226 -0.005 -0.053
Br -2.8981 0.0161 0.6018 -0.191 -0.041 0.113
C -5.3648 2.0525 1.5261 -0.043 0.019 0.057
C -4.2900 2.4381 2.5576 -0.029 0.119 0.015
C -5.2408 3.0638 0.3758 -0.029 0.129 0.051
C -6.7512 2.2206 2.1803 -0.008 0.118 0.018
C -5.8937 -0.0303 -0.8524 -0.049 0.036 -0.023
C -7.3414 0.4973 -0.9060 -0.060 -0.056 -0.094
C -5.9070 -1.5258 -1.2052 -0.028 -0.026 -0.103
C -5.0789 0.6680 -1.9549 -0.077 -0.013 -0.110
H -5.4091 -1.4972 4.2657 0.029 0.091 -0.048
H -5.7642 0.1990 3.9496 0.072 -0.056 -0.007
H -4.1349 -0.4374 3.6513 -0.079 -0.035 -0.020
H -7.3921 -2.0340 2.9480 0.010 0.062 -0.063
H -7.4854 -1.7554 1.2110 0.027 0.041 0.089
H -7.7160 -0.4111 2.3359 0.050 -0.041 0.003
H -5.2300 -3.1419 2.6507 0.034 0.065 -0.086
H -3.8243 -2.3277 1.9557 -0.076 0.004 0.006
H -5.1512 -2.8472 0.9151 -0.002 0.029 0.014
H -3.2887 2.4197 2.1240 -0.062 0.003 0.014
H -4.2857 1.8043 3.4417 -0.021 -0.025 -0.013
H -4.4887 3.4657 2.8901 0.027 -0.109 -0.022
H -4.2892 2.9687 -0.1536 -0.036 0.008 0.056
H -5.2833 4.0758 0.7983 0.007 -0.083 -0.054
H -6.0506 2.9823 -0.3501 0.080 0.022 0.045
H -6.8549 1.6281 3.0919 0.000 0.071 -0.104
H -7.5738 1.9573 1.5106 0.053 0.017 0.007
H -6.8832 3.2729 2.4617 0.000 -0.083 -0.027
H -7.9853 0.0528 -0.1420 0.055 0.014 -0.054
H -7.7723 0.2450 -1.8831 0.024 0.020 0.083
H -7.3933 1.5827 -0.8020 -0.012 -0.103 -0.007
H -6.5808 -2.1042 -0.5720 0.058 0.022 -0.044
H -4.9090 -1.9706 -1.1504 -0.067 0.052 -0.008
H -6.2596 -1.6337 -2.2388 0.034 -0.011 0.093
H -5.0180 1.7479 -1.8334 -0.012 -0.046 0.002
H -5.5666 0.4722 -2.9189 0.052 0.028 0.092
H -4.0636 0.2748 -2.0154 -0.038 -0.005 0.001
C 7.7228 -2.3617 -1.0623 -0.016 0.003 -0.006
C 6.3780 -1.7249 -1.3016 0.031 -0.057 0.010
C 6.2292 -0.3413 -1.2979 0.063 0.019 0.014
C 4.9958 0.2465 -1.5220 -0.102 -0.029 -0.040
C 3.8894 -0.5598 -1.7534 0.178 -0.168 0.056
C 4.0105 -1.9447 -1.7558 0.042 0.157 -0.021
C 5.2545 -2.5155 -1.5319 0.011 -0.021 0.007
S 2.3369 0.2024 -2.0886 0.366 -0.053 -0.199
O 2.1078 1.1650 -0.9970 0.889 0.332 -0.165
O 2.4234 0.8105 -3.3897 0.071 0.065 -0.134
O 1.3294 -0.8687 -1.9924 0.800 -0.732 -0.784
H 8.4944 -1.6086 -0.8990 -0.036 -0.023 -0.008
H 8.0235 -2.9731 -1.9163 -0.013 0.022 0.029
H 7.6973 -3.0140 -0.1865 -0.001 0.018 -0.026
H 7.0952 0.2861 -1.1187 -0.012 -0.013 0.000
H 4.8851 1.3253 -1.5202 -0.001 -0.085 0.003
H 3.1341 -2.5549 -1.9381 0.064 0.053 0.018
H 5.3571 -3.5962 -1.5373 -0.011 0.047 0.002
```
Positions in Å, forces in eV/Å.

No. 3
ORCA calculation (ωB97M-V/def2-TZVPD) on a molecular structure, C19H34GdN6O7.

Relative energy (zero: lowest compared OMol25 entry of this formula, charge and spin), kJ/mol: 255.0
Frontier orbital gap (alpha / beta), Eh: 0.21346 / 0.19236
Largest force on an atom, hartree/bohr: 0.0867
<S²>: 15.816
Charge: +1
2S+1: 8

Structure (XYZ):
```
67
Properties=species:S:1:pos:R:3:forces:R:3
O -1.9816 1.8971 -1.6374 0.206 0.384 -1.178
H -1.9506 2.2476 -2.5534 -0.269 -0.456 0.965
Gd -0.8545 0.1781 -0.3913 0.464 1.375 1.912
N -0.9059 2.2685 0.8871 -2.918 0.471 0.738
N 1.1400 1.6867 -0.3267 -0.224 -1.770 0.097
N -1.5432 -1.8022 0.5966 0.298 -2.553 0.495
N 0.9286 -1.5102 -0.0939 0.100 -2.986 0.992
O -2.1030 2.3247 1.3195 1.657 -0.370 -0.261
O -2.8781 -1.8503 1.0086 0.817 -0.202 -0.592
O 2.2669 -1.2758 -0.1975 -0.854 0.568 -0.381
O 2.3027 1.2480 -0.7023 0.044 0.436 -0.075
C 0.8788 3.0282 -0.3746 -2.423 1.611 0.838
C -0.3653 3.3688 0.2380 3.469 -0.663 -1.783
C -0.8112 -2.9141 0.6579 -2.620 2.220 0.215
C 0.5837 -2.7536 0.2820 1.393 2.655 -0.900
C -1.2069 4.5537 -0.0229 -0.381 0.406 0.210
H -1.9751 4.2744 -0.7682 0.204 0.236 0.395
H -0.6134 5.3890 -0.4092 -0.200 -0.242 0.129
H -1.7000 4.8711 0.9069 0.011 0.042 -0.348
C 1.7262 3.9924 -1.1210 -0.031 0.302 -0.041
H 1.8815 3.6479 -2.1595 0.090 0.136 0.486
H 2.7015 4.1046 -0.6191 -0.267 -0.108 -0.335
H 1.2202 4.9689 -1.1323 0.398 -0.334 -0.097
C -1.3427 -4.1957 1.1829 -0.294 -0.271 0.015
C 1.5067 -3.9110 0.4429 0.377 0.103 0.132
H -2.4364 -4.1766 1.1651 0.255 0.014 0.107
H -1.0011 -4.3394 2.2173 -0.111 0.079 -0.134
H -0.9911 -5.0609 0.6116 0.037 0.238 0.020
H 2.5400 -3.5718 0.3242 -0.224 -0.217 0.007
H 1.2738 -4.6831 -0.3090 0.120 0.260 0.209
H 1.3785 -4.3674 1.4383 0.105 0.171 -0.321
H -3.2747 -1.1304 0.4201 0.337 -0.354 0.595
H 2.3157 -0.2395 -0.3751 0.190 -0.740 0.009
C -0.3370 -0.4658 -2.6256 1.106 -1.358 -4.098
H -0.9375 0.1055 -3.3431 -0.208 0.102 0.794
H -0.5142 -1.5483 -2.7157 -0.383 0.303 0.792
H 0.7295 -0.2955 -2.8070 -0.014 0.412 0.830
O -3.1624 0.0419 -0.7687 -0.490 -0.709 -0.359
H -2.7386 1.1722 -1.4277 -0.136 0.683 -0.390
H -3.8929 -0.3393 -1.2889 0.509 0.228 0.316
C 2.6901 -3.8469 7.4118 -0.012 0.078 0.101
C 3.7625 -3.4428 6.4282 0.169 0.289 -0.767
N 3.5047 -2.1323 5.7794 -0.372 -0.026 -0.342
C 4.5708 -1.1031 5.8669 -0.682 -0.024 0.517
C 5.2204 -0.7270 4.5502 0.209 -0.104 0.043
C 2.4585 -2.1072 4.8887 0.416 -0.776 -0.016
O 1.8586 -3.1433 4.5730 0.289 0.840 0.264
C 2.0326 -0.8066 4.2524 -0.634 -0.071 -0.012
C 2.1177 0.4501 4.8723 -0.041 0.009 -0.610
C 1.6766 1.5617 4.1578 -0.403 -0.508 -0.591
C 1.0574 1.3425 2.9202 0.171 0.534 0.447
N 0.8672 0.1488 2.3788 -0.249 -0.526 -0.246
C 1.3528 -0.9121 3.0209 0.430 0.300 0.457
H 2.6100 -3.0921 8.1978 -0.125 -0.109 -0.002
H 2.9781 -4.7955 7.8669 -0.102 0.009 0.049
H 1.7307 -3.9710 6.9065 0.104 0.027 0.142
H 4.7276 -3.3307 6.9279 -0.139 -0.241 -0.074
H 3.8427 -4.1915 5.6266 0.105 0.075 0.293
H 4.1590 -0.2121 6.3648 0.399 -0.280 -0.067
H 5.3159 -1.5326 6.5490 -0.165 0.296 -0.239
H 4.5098 -0.2842 3.8461 0.212 -0.133 0.076
H 6.0026 0.0078 4.7611 -0.043 -0.052 -0.144
H 5.6901 -1.6110 4.1072 -0.095 0.175 -0.095
H 2.5283 0.5624 5.8724 -0.128 -0.032 -0.292
H 1.7562 2.5831 4.5030 0.040 -0.116 0.258
H 0.6527 2.1615 2.3317 0.330 0.021 0.410
H 1.2038 -1.8798 2.5360 0.178 0.243 0.438
```
Positions in Å, forces in eV/Å.